# 1
Entry from the Open Molecules 2025 dataset: a molecular structure, C41H32CoNO2P2S2 (ωB97M-V/def2-TZVPD).

The geometry in XYZ format:
```
81
Properties=species:S:1:pos:R:3:forces:R:3
Co 0.2997 -0.1511 -0.4565 0.34 -0.14 -0.59
O 1.8673 -1.7938 2.5987 -0.27 0.18 -0.05
S 0.8397 -0.8606 2.0870 0.12 -0.18 0.00
C 1.0065 0.6842 2.9819 0.04 0.02 0.06
C 1.4236 0.6349 4.3055 0.05 0.04 -0.01
C 1.5112 1.8129 5.0289 -0.01 0.03 0.01
C 1.1970 3.0266 4.4264 0.01 0.00 0.01
C 0.8514 3.0724 3.0841 0.06 0.02 0.05
C 0.7749 1.8986 2.3381 -0.05 -0.09 -0.02
P 0.5993 1.9488 0.5247 0.26 0.48 0.23
C -0.4133 3.4235 0.2157 -0.23 -0.17 0.03
C 0.0681 4.5912 -0.3648 0.01 0.06 0.05
C -0.7890 5.6693 -0.5594 0.01 -0.03 0.00
C -2.1194 5.5871 -0.1761 0.03 0.00 0.00
C -2.6035 4.4230 0.4097 0.02 -0.01 0.00
C -1.7552 3.3449 0.5977 -0.02 -0.02 -0.02
C 2.2776 2.3611 -0.0486 -0.12 0.05 -0.09
C 2.4612 2.5016 -1.4279 -0.02 -0.01 0.01
C 3.7252 2.7268 -1.9433 0.01 0.01 0.02
C 4.8194 2.8037 -1.0866 -0.01 -0.01 -0.03
C 4.6415 2.6590 0.2791 -0.03 -0.01 0.02
C 3.3718 2.4355 0.8016 0.08 0.01 0.02
C -0.7740 -1.3950 2.6931 -0.03 0.00 0.05
C -1.0195 -1.4927 4.0564 -0.03 -0.01 -0.03
C -2.2448 -1.9644 4.4973 -0.03 -0.01 0.03
C -3.2190 -2.3368 3.5804 0.00 0.00 0.00
C -2.9625 -2.2638 2.2193 -0.01 -0.05 0.07
C -1.7308 -1.8071 1.7600 0.09 0.09 0.02
P -1.3222 -1.7692 -0.0156 -0.21 -0.45 0.12
C -2.9060 -1.9070 -0.8798 0.00 0.22 0.02
C -3.5874 -0.7272 -1.1786 0.00 0.02 -0.02
C -4.8229 -0.7724 -1.8069 0.03 -0.01 0.02
C -5.3774 -1.9988 -2.1482 0.01 -0.02 0.00
C -4.7005 -3.1762 -1.8575 0.03 0.00 0.01
C -3.4655 -3.1351 -1.2237 -0.08 0.01 0.00
C -0.4695 -3.3430 -0.3239 -0.01 0.10 -0.09
C -0.1210 -4.2276 0.6852 0.03 -0.10 0.06
C 0.6099 -5.3728 0.3803 -0.03 0.04 0.04
C 0.9978 -5.6236 -0.9243 0.00 0.03 -0.06
C 0.6578 -4.7310 -1.9391 -0.02 -0.01 0.06
C -0.0689 -3.5931 -1.6400 -0.02 -0.04 0.01
H 1.7050 -0.3143 4.7472 -0.02 0.04 -0.05
H 1.8253 1.7849 6.0648 0.00 0.01 -0.04
H 1.2570 3.9451 4.9966 -0.01 -0.03 -0.02
H 0.6681 4.0263 2.6037 -0.01 -0.02 0.01
H 1.1074 4.6746 -0.6557 -0.02 -0.03 0.00
H -0.4090 6.5777 -1.0097 -0.01 -0.03 0.01
H -2.7814 6.4292 -0.3328 0.02 -0.02 0.01
H -3.6400 4.3569 0.7164 0.04 0.00 -0.02
H -2.1351 2.4359 1.0565 0.01 0.03 -0.02
H 1.6083 2.4248 -2.0957 0.02 0.00 0.01
H 3.8606 2.8356 -3.0125 0.00 0.00 0.03
H 5.8112 2.9736 -1.4865 -0.03 0.00 0.00
H 5.4922 2.7160 0.9461 -0.02 -0.01 -0.01
H 3.2508 2.3104 1.8701 0.01 0.01 -0.01
H -0.2671 -1.2043 4.7772 -0.03 -0.02 -0.05
H -2.4400 -2.0366 5.5600 0.00 0.00 -0.04
H -4.1802 -2.6945 3.9270 0.03 0.01 -0.01
H -3.7204 -2.5708 1.5101 0.01 0.00 0.00
H -3.1451 0.2314 -0.9250 -0.01 -0.02 -0.02
H -5.3481 0.1455 -2.0377 0.02 -0.02 0.00
H -6.3375 -2.0373 -2.6476 0.03 0.00 0.02
H -5.1340 -4.1314 -2.1250 0.01 0.02 0.00
H -2.9428 -4.0556 -0.9974 0.03 0.00 -0.01
H -0.4008 -4.0305 1.7131 -0.01 -0.03 -0.03
H 0.8765 -6.0645 1.1695 0.00 0.04 -0.02
H 1.5755 -6.5104 -1.1547 -0.03 0.03 0.00
H 0.9709 -4.9216 -2.9576 -0.02 0.00 0.01
H -0.3261 -2.8885 -2.4259 0.02 -0.03 0.01
O 0.1241 0.1973 -2.4003 0.08 -0.03 0.04
N 1.1591 -0.1465 -3.1742 -0.01 0.01 0.04
C 1.0431 0.1449 -4.4926 -0.02 0.01 0.04
C 2.0414 -0.1607 -5.3678 0.03 0.00 -0.07
C 3.1954 -0.7870 -4.8807 0.04 -0.02 0.01
C 3.2941 -1.0747 -3.5447 0.04 -0.02 -0.05
C 2.2581 -0.7516 -2.6502 -0.16 0.08 0.02
S 2.3483 -1.0972 -0.9733 0.03 -0.03 0.09
H 0.1137 0.6232 -4.7623 0.00 -0.01 0.05
H 1.9209 0.0836 -6.4132 0.01 -0.01 0.03
H 4.0037 -1.0427 -5.5540 -0.03 0.01 0.03
H 4.1684 -1.5592 -3.1314 -0.03 0.03 -0.02
```
Forces are in eV/Å.

Values from the calculation:
- Highest occupied orbital energy (alpha / beta): -10.376 / -10.517 eV
- Lowest unoccupied orbital energy (alpha / beta): -2.47 / -2.69 eV
- Frontier orbital gap (alpha / beta): 7.91 / 7.83 eV
- Total charge: +1
- ⟨S²⟩: 3.766
- Multiplicity: 4

Charges obtained by Löwdin population analysis, quoted in units of e: Co 0.14; O -0.43; S 0.87; C -0.36; C -0.07; C -0.04; C -0.04; C -0.06; C -0.35; P 1.05; C -0.36; C -0.07; C -0.06; C -0.07; C -0.07; C -0.10; C -0.37; C -0.13; C -0.06; C -0.06; C -0.06; C -0.06; C -0.34; C -0.05; C -0.04; C -0.04; C -0.05; C -0.34; P 1.04; C -0.36; C -0.09; C -0.07; C -0.07; C -0.06; C -0.08; C -0.38; C -0.07; C -0.06; C -0.06; C -0.07; C -0.12; H 0.12; H 0.12; H 0.12; H 0.12; H 0.10; H 0.11; H 0.11; H 0.11; H 0.11; H 0.11; H 0.11; H 0.11; H 0.11; H 0.11; H 0.11; H 0.12; H 0.12; H 0.11; H 0.10; H 0.11; H 0.11; H 0.11; H 0.11; H 0.11; H 0.11; H 0.11; H 0.11; H 0.11; O -0.25; N -0.19; C -0.02; C -0.05; C -0.05; C -0.08; C -0.63; S 0.75; H 0.14; H 0.11; H 0.12; H 0.11



# 2
Entry from the Open Molecules 2025 dataset: a molecular structure, C25H31Br66NO4P2 (ωB97M-V/def2-TZVPD).

The geometry in XYZ format:
```
129
Properties=species:S:1:pos:R:3:forces:R:3
N -3.3363 0.1388 -6.9652 0.82 0.10 0.76
C -2.5327 -1.0136 -6.7903 -0.13 0.06 -0.36
O -2.7194 -1.9485 -7.5320 0.16 -0.59 0.31
C -1.4800 -1.0653 -5.6333 -0.90 0.32 -0.15
C -1.3532 -2.5154 -5.0396 -0.29 -0.29 0.34
P 0.3441 -3.2918 -5.2644 -0.86 -1.02 -1.91
P 0.0553 -5.0519 -6.5429 -2.44 -1.78 -1.76
O -1.3292 -5.1210 -7.1448 1.62 0.32 1.21
O 0.3619 -6.4955 -5.7293 0.45 2.13 -1.22
O 1.1312 -4.8669 -7.8183 -0.50 -0.65 2.34
H -2.8060 0.9555 -7.2583 -0.27 0.04 0.36
H -4.1440 -0.0419 -7.5479 0.36 -0.07 -0.28
H -0.5352 -0.6483 -6.0467 -0.50 -0.30 0.40
H -1.8585 -0.3903 -4.8268 0.51 -0.43 -0.77
H -1.5548 -2.4695 -3.9402 0.28 -0.04 -0.99
H -2.1118 -3.2005 -5.4917 0.63 0.52 0.22
H 0.7744 -3.8514 -4.0187 -1.37 -2.02 -1.39
H -0.5381 -6.8021 -5.5322 0.11 -0.11 -0.13
H 0.8512 -4.0338 -8.2227 0.04 -0.04 -0.21
C -2.8687 -1.2477 -1.0534 -1.54 1.72 -1.15
Br -1.9588 0.0159 -2.1993 -9.32 -1.10 -0.39
Br -3.1004 -2.9560 -1.9256 2.39 5.32 -3.59
Br -1.9769 -1.4362 0.6490 -7.90 13.67 4.24
H -3.8579 -0.8512 -0.8595 -0.13 -0.29 0.01
C -1.9590 0.1783 -10.5647 -0.06 -0.16 0.00
Br -3.5543 0.9474 -11.3438 0.26 -0.08 0.12
Br -0.8632 -0.7059 -11.8902 -0.16 0.19 0.20
Br -0.9488 1.4910 -9.5600 -0.08 -0.14 -0.11
H -2.2828 -0.5819 -9.8594 0.04 0.08 -0.06
C -6.7537 -5.9407 -5.8947 -0.03 0.03 -0.06
Br -7.6620 -7.4824 -6.6302 0.13 0.24 0.17
Br -7.9945 -4.5414 -5.3975 0.17 -0.22 -0.02
Br -5.5961 -6.4245 -4.4216 -0.15 0.04 -0.16
H -6.1204 -5.5405 -6.6776 -0.04 -0.05 0.09
C -4.7352 -6.1347 -0.6777 -0.96 -0.42 0.56
Br -3.6109 -6.6096 0.8241 -0.05 0.12 -0.23
Br -6.5035 -6.9091 -0.5311 -0.02 -0.25 0.07
Br -4.8084 -4.2192 -0.9321 -3.54 -5.35 2.06
H -4.2755 -6.5569 -1.5638 0.01 0.11 0.06
C -5.0808 -5.5851 4.1892 -0.06 -0.04 0.06
Br -3.9726 -6.0485 5.7069 -0.18 0.10 -0.21
Br -6.8514 -6.3517 4.3323 0.25 0.13 -0.02
Br -5.1471 -3.6719 3.9064 0.07 -0.35 0.08
H -4.6167 -6.0178 3.3118 -0.06 0.05 0.07
C 0.2063 -4.4551 0.2120 1.15 -2.25 -1.19
Br 0.2287 -5.0172 2.0614 -0.39 0.13 -0.27
Br 0.0116 -5.9523 -0.9999 0.35 -0.84 -0.39
Br -1.1339 -3.0919 -0.0882 9.78 -12.25 -0.36
H 1.1696 -4.0019 0.0036 0.08 -0.09 0.09
C -3.1738 0.8391 3.8222 0.04 -0.14 0.22
Br -3.6103 1.5640 5.5618 0.07 -0.17 -0.35
Br -4.5136 -0.3868 3.1680 0.32 0.16 0.68
Br -2.8136 2.2488 2.5433 -0.11 -0.12 0.06
H -2.2609 0.2647 3.9374 -0.02 0.13 -0.07
C 1.0331 2.1646 3.6289 0.08 -0.10 0.08
Br 1.8931 3.4273 2.4413 -0.16 -0.27 0.10
Br 0.5671 0.5214 2.7179 0.08 0.18 -0.02
Br 2.1203 1.7656 5.1748 -0.07 0.21 -0.10
H 0.1153 2.6271 3.9752 0.07 -0.07 -0.04
C 3.6883 6.5985 3.5628 0.03 0.05 0.02
Br 4.4139 5.5965 5.0508 -0.10 0.16 -0.21
Br 2.1560 7.6567 4.0863 0.21 -0.14 -0.06
Br 5.0398 7.6759 2.6944 -0.19 -0.11 0.13
H 3.3407 5.8761 2.8339 0.03 0.08 0.11
C 1.7843 -0.8291 -2.0998 1.64 0.72 0.27
Br 1.4562 -2.3872 -3.2013 1.10 2.94 2.75
Br 0.2786 0.3888 -2.1099 8.78 0.63 0.79
Br 2.2855 -1.3263 -0.2983 -0.08 0.13 -0.14
H 2.6223 -0.3040 -2.5277 0.36 -0.18 -0.03
C -4.3065 4.9069 8.2577 0.01 0.06 -0.02
Br -2.8837 6.1267 8.7379 -0.18 -0.21 -0.10
Br -4.7441 5.0223 6.3770 0.08 0.03 0.29
Br -3.9060 3.0907 8.8034 -0.04 0.27 -0.10
H -5.1879 5.2150 8.8069 0.09 -0.05 -0.05
C 4.4500 -4.8426 2.5508 -0.12 0.11 -0.15
Br 3.3225 -3.5836 3.4865 0.14 -0.19 -0.12
Br 3.6625 -5.3256 0.8490 0.33 0.00 0.14
Br 6.2611 -4.1910 2.3544 -0.27 -0.07 0.02
H 4.5003 -5.7447 3.1541 -0.02 0.37 -0.30
C 0.1086 10.0607 1.1178 0.00 -0.05 0.00
Br 1.1585 11.5029 1.8671 -0.14 -0.26 -0.07
Br 1.2166 8.7414 0.2416 0.20 0.25 0.29
Br -1.0563 9.2519 2.4353 0.20 0.10 -0.21
H -0.5304 10.4944 0.3571 0.05 -0.06 0.07
C -5.1027 10.2477 2.6043 0.11 0.02 0.01
Br -4.1951 11.5628 1.5120 -0.11 -0.20 0.13
Br -5.4455 8.6127 1.6250 0.07 0.18 0.14
Br -4.1539 9.9054 4.2552 -0.19 0.02 -0.21
H -6.0655 10.6663 2.8714 0.09 -0.05 -0.04
C 8.3598 9.7954 4.4914 -0.20 -0.05 -0.02
Br 8.7629 7.9255 4.1922 -0.05 0.28 0.03
Br 8.2109 10.7710 2.8273 -0.12 -0.22 0.21
Br 6.7930 10.0286 5.6046 0.21 -0.07 -0.19
H 9.1971 10.2151 5.0319 -0.07 -0.06 -0.06
C 3.1366 0.2826 -6.0424 0.35 0.21 -0.62
Br 2.1145 -1.2968 -6.5042 0.62 0.81 0.31
Br 1.9990 1.7895 -5.6245 0.08 -0.27 0.05
Br 4.4395 -0.0601 -4.6512 -0.28 -0.01 -0.17
H 3.7030 0.5525 -6.9254 0.02 0.13 0.14
C 5.9081 -8.9552 3.4766 0.08 -0.01 -0.22
Br 4.7911 -7.7023 4.4413 0.14 -0.47 0.16
Br 5.1300 -9.4418 1.7759 0.11 0.18 0.24
Br 7.7175 -8.3000 3.2797 -0.29 -0.04 0.02
H 5.9595 -9.8574 4.0733 -0.04 0.11 -0.03
C -7.2442 -0.6135 -0.1509 -0.14 0.05 -0.02
Br -6.9426 -2.3869 0.5638 -0.36 0.75 0.20
Br -5.8743 0.6239 0.4261 -0.44 0.02 -0.66
Br -7.4262 -0.6365 -2.0775 0.11 -0.07 0.24
H -8.1847 -0.2606 0.2551 0.10 0.00 -0.06
C -3.1150 7.0579 -1.0493 0.03 0.03 -0.08
Br -1.4377 7.7545 -1.7133 -0.45 -0.15 -0.01
Br -4.2437 6.3931 -2.4744 0.18 0.05 0.22
Br -2.8198 5.7319 0.3262 -0.05 0.12 -0.15
H -3.6423 7.8834 -0.5844 0.07 -0.08 -0.03
C 2.9913 -13.0349 3.3866 -0.10 0.07 -0.11
Br 1.5389 -11.7574 3.3705 0.26 -0.15 -0.02
Br 3.3561 -13.7318 1.6194 -0.03 0.15 0.25
Br 4.5817 -12.2988 4.2076 -0.18 -0.21 0.00
H 2.6752 -13.8700 3.9998 0.06 0.09 -0.05
C 4.3289 -1.0337 6.5475 -0.13 0.01 -0.13
Br 4.4453 -2.8263 7.2680 0.06 0.31 -0.07
Br 4.8976 0.3113 7.8182 0.00 -0.20 -0.18
Br 5.2298 -0.8727 4.8450 0.08 0.13 0.39
H 3.2804 -0.8357 6.3561 0.09 -0.08 0.02
C 12.6544 10.7506 3.1409 0.02 -0.04 -0.09
Br 12.0272 11.0077 1.3293 0.10 0.00 0.29
Br 14.4593 11.4049 3.3767 -0.29 -0.06 -0.03
Br 11.4394 11.5202 4.4368 0.40 0.07 -0.11
H 12.6765 9.6825 3.3216 -0.02 0.11 -0.01
```
Forces are in eV/Å.

Values from the calculation:
- Highest occupied orbital energy: -7.104 eV
- Lowest unoccupied orbital energy: -1.02 eV
- Frontier orbital gap: 6.09 eV
- Multiplicity: 1

These are the Löwdin partial charges, in e, on atoms 1 to 99: N 0.12; C -0.50; O 0.06; C -0.17; C -0.40; P 0.55; P 0.41; O -0.37; O -0.20; O -0.21; H 0.05; H 0.09; H 0.05; H 0.05; H -0.02; H 0.08; H -0.21; H 0.06; H 0.05; C -1.33; Br 0.53; Br 0.53; Br 0.55; H -0.07; C -1.62; Br 0.57; Br 0.58; Br 0.56; H -0.05; C -1.62; Br 0.57; Br 0.56; Br 0.56; H -0.03; C -1.53; Br 0.63; Br 0.56; Br 0.44; H -0.04; C -1.62; Br 0.57; Br 0.57; Br 0.52; H -0.12; C -1.56; Br 0.53; Br 0.50; Br 0.31; H -0.12; C -1.58; Br 0.56; Br 0.49; Br 0.55; H -0.06; C -1.58; Br 0.62; Br 0.55; Br 0.59; H -0.04; C -1.62; Br 0.56; Br 0.55; Br 0.55; H -0.09; C -1.46; Br 0.70; Br 0.48; Br 0.61; H -0.10; C -1.61; Br 0.57; Br 0.55; Br 0.55; H -0.03; C -1.60; Br 0.52; Br 0.58; Br 0.57; H -0.17; C -1.60; Br 0.58; Br 0.52; Br 0.52; H -0.03; C -1.60; Br 0.56; Br 0.58; Br 0.55; H -0.03; C -1.64; Br 0.55; Br 0.53; Br 0.56; H -0.12; C -1.57; Br 0.58; Br 0.57; Br 0.62; H -0.03



# 3
Entry from the Open Molecules 2025 dataset: 2 unconnected molecules or ions with the total composition C2H12OSi3 (ωB97M-V/def2-TZVPD).

The geometry in XYZ format:
```
18
Properties=species:S:1:pos:R:3:forces:R:3
C -0.6565 -0.6544 -2.4806 -1.25 0.88 -0.59
C -0.8917 1.5858 -0.3486 -1.02 -0.24 -1.82
O 1.3803 -0.2646 -0.6404 -2.66 1.08 0.35
Si 2.9135 -0.3624 -1.0077 0.90 -1.17 -0.55
Si -1.0826 -1.1123 3.7129 -0.18 1.09 0.22
Si -0.2721 -0.1391 -0.7968 0.45 -0.07 2.02
H -1.6070 -0.2897 -2.8839 0.14 0.13 0.18
H 0.1444 -0.1694 -2.9810 0.77 0.54 -1.10
H -0.6044 -1.6754 -2.7103 0.21 -1.55 -0.05
H -0.2655 2.0888 0.3243 1.23 0.62 0.94
H -0.9588 2.2268 -1.2987 -0.32 -0.79 1.36
H -1.8434 1.4702 0.2087 0.20 0.25 -0.80
H 2.8810 -1.5956 -1.8703 0.74 0.43 -0.01
H 3.5492 -0.5920 0.2714 0.68 -0.15 0.36
H 3.5259 0.8241 -1.6348 -0.10 0.03 -0.19
H -0.0084 -0.2881 3.0430 -0.50 -0.37 0.12
H -2.4584 -0.4727 3.7155 0.66 -0.23 -0.14
H -1.1423 -2.5078 3.3344 0.05 -0.47 -0.30
```
Forces are in eV/Å.

Values from the calculation:
- Energy relative to the best compared isomer or geometry (same formula, charge and spin): 2.0255 eV
- Highest occupied orbital energy (alpha / beta): -6.907 / -7.753 eV
- Lowest unoccupied orbital energy (alpha / beta): -0.64 / -0.20 eV
- Frontier orbital gap (alpha / beta): 6.27 / 7.55 eV
- Multiplicity: 1

Charges obtained by Löwdin population analysis, quoted in units of e: C -0.21; C -0.22; O -0.51; Si 0.47; Si 0.55; Si 0.52; H 0.05; H 0.02; H 0.01; H -0.01; H 0.06; H 0.02; H -0.05; H -0.07; H -0.07; H -0.18; H -0.17; H -0.20



# 4
Entry from the Open Molecules 2025 dataset: C2H7O2P in the gas phase (ωB97M-V/def2-TZVPD).

The geometry in XYZ format:
```
12
Properties=species:S:1:pos:R:3:forces:R:3
C 1.2685 1.2596 -0.0014 0.78 -0.15 1.07
O 0.1053 1.0446 0.8002 -1.15 -0.54 -0.72
P -1.1350 0.1011 0.1224 1.94 2.96 -0.29
C -0.4744 -1.5080 0.1190 -1.52 -2.40 -1.19
O -2.4264 0.3350 0.7541 -0.36 -0.06 0.10
H 1.0116 1.5221 -0.9950 -0.33 0.49 -1.09
H 1.8286 0.3411 -0.0434 0.40 -0.54 -0.12
H 2.0037 2.0131 0.3934 -1.31 -0.45 0.09
H -0.9734 0.5528 -1.2967 -0.34 -0.60 1.36
H -1.2351 -2.1663 -0.4550 1.20 1.10 0.53
H 0.4385 -1.4523 -0.4666 0.28 -0.40 0.18
H -0.4119 -2.0426 1.0690 0.41 0.58 0.09
```
Forces are in eV/Å.

Values from the calculation:
- Energy relative to the best compared isomer or geometry (same formula, charge and spin): 0.0000 eV
- Highest occupied orbital energy: -10.711 eV
- Lowest unoccupied orbital energy: 0.85 eV
- Frontier orbital gap: 11.57 eV
- SMILES: CO[P@@H](C)=O
- Multiplicity: 1

Charges obtained by Löwdin population analysis, quoted in units of e: C -0.17; O -0.33; P 0.55; C -0.21; O -0.33; H 0.05; H 0.06; H 0.11; H 0.07; H 0.09; H 0.04; H 0.07



| no. | largest force on an atom (Eh/bohr) |
| --- | --- |
| 1 | 0.013 |
| 2 | 0.318 |
| 3 | 0.056 |
| 4 | 0.069 |